[1]
# C5H8N2

C5H8N2 in the gas phase (wB97M-V/def2-TZVPD, the Open Molecules 2025 dataset).

ORCA input file:
```
! RIJCOSX wB97M-V def2-TZVPD def2/J DEFGRID3
* xyz 0 1
C 2.36 -0.37 0.06
C 1.01 0.23 0.06
C 0.63 1.53 0.38
N -0.68 1.77 0.27
N -1.22 0.37 -0.02
C -2.54 -0.36 -0.25
C -0.16 -0.43 -0.16
H 3.13 0.41 -0.06
H 2.45 -1.06 -0.78
H 2.56 -0.92 0.99
H 1.38 2.15 0.89
H -3.10 -0.04 -1.14
H -3.23 -0.38 0.60
H -2.32 -1.44 -0.44
H -0.26 -1.48 -0.38
*
```

HOMO level (eV): -8.512
Orbital gap (eV): 9.43
Structure (SMILES): Cc1cnn(C)c1

=====

[2]
# C5H8N2

C5H8N2 in the gas phase (wB97M-V/def2-TZVPD, the Open Molecules 2025 dataset).

ORCA input file:
```
! RIJCOSX wB97M-V def2-TZVPD def2/J DEFGRID3
* xyz 0 1
C 0.99 0.90 0.77
C 1.14 -0.37 -1.23
C 0.77 -1.50 -0.36
N 0.25 -0.15 0.03
C -1.24 -0.12 -0.04
C -1.81 1.19 0.28
N -2.29 2.21 0.56
H 1.90 0.47 1.20
H 0.36 1.35 1.54
H 1.31 1.66 0.05
H 0.45 -0.26 -2.07
H -0.06 -2.17 -0.62
H 1.46 -1.96 0.34
H -1.52 -0.39 -1.06
H -1.71 -0.85 0.63
*
```

HOMO level (eV): -7.594
Orbital gap (eV): 8.19

=====

[3]
# C5H8N2

C5H8N2 in the gas phase (wB97M-V/def2-TZVPD, the Open Molecules 2025 dataset).

ORCA input file:
```
! RIJCOSX wB97M-V def2-TZVPD def2/J DEFGRID3
* xyz 0 1
C 1.24 1.13 1.59
C 0.09 0.46 0.89
C -0.52 -0.73 1.17
N -1.00 -1.25 -0.03
C -0.66 -0.40 -1.05
N -0.61 -0.82 -2.39
C -0.09 0.72 -0.50
H 2.13 0.74 1.08
H 1.25 2.21 1.45
H 1.34 0.88 2.65
H -0.65 -1.28 2.09
H -1.27 -2.21 -0.16
H -1.49 -0.88 -2.88
H 0.01 -0.18 -2.89
H 0.25 1.59 -1.03
*
```

HOMO level (eV): -7.523
Orbital gap (eV): 8.55
Structure (SMILES): Cc1c[nH]c(N)c1

=====

[4]
# C5H8N2

C5H8N2 in the gas phase (wB97M-V/def2-TZVPD, the Open Molecules 2025 dataset).

ORCA input file:
```
! RIJCOSX wB97M-V def2-TZVPD def2/J DEFGRID3
* xyz 0 1
C -1.22 1.50 -1.35
C -0.76 0.74 -0.18
C -1.38 0.00 0.81
N -0.53 -0.87 1.33
N 0.61 -0.68 0.66
C 1.73 -1.53 0.86
C 0.51 0.27 -0.27
H -2.16 1.17 -1.78
H -0.46 1.51 -2.14
H -1.34 2.52 -1.02
H -2.39 0.07 1.19
H 1.58 -2.48 0.34
H 1.82 -1.71 1.93
H 2.64 -1.05 0.49
H 1.37 0.55 -0.87
*
```

HOMO level (eV): -8.722
Orbital gap (eV): 9.72
Structure (SMILES): Cc1cnn(C)c1

=====

[5]
# C5H8N2

A molecular structure, C5H8N2 (wB97M-V/def2-TZVPD, the Open Molecules 2025 dataset).

ORCA input file:
```
! RIJCOSX wB97M-V def2-TZVPD def2/J DEFGRID3
* xyz 0 1
C 0.10 0.66 -0.29
C 0.57 0.00 0.81
C -0.90 1.38 1.68
C 1.06 -0.61 -1.51
C 0.31 -1.37 -2.28
N 1.12 -0.85 1.48
N -2.08 1.09 2.00
H 0.97 -0.91 2.48
H -2.43 0.23 1.55
H -0.89 0.44 -0.66
H 0.59 1.60 -0.53
H -0.47 2.29 2.12
H 2.15 -0.59 -1.57
H -0.78 -1.38 -2.19
H 0.70 -1.98 -3.09
*
```

HOMO level (spin up / spin down) (eV): -6.876 / -6.876
Orbital gap (spin up / spin down) (eV): 7.73 / 7.73

=====

[6]
# C5H8N2

C5H8N2 in the gas phase (wB97M-V/def2-TZVPD, the Open Molecules 2025 dataset).

ORCA input file:
```
! RIJCOSX wB97M-V def2-TZVPD def2/J DEFGRID3
* xyz 0 1
C -2.50 -0.22 0.02
C -1.03 0.07 -0.01
C -0.45 1.33 -0.19
N 0.91 1.29 -0.16
C 1.16 -0.01 0.04
N 2.61 -0.28 0.05
C 0.05 -0.84 0.14
H -2.74 -1.15 -0.52
H -2.89 -0.33 1.04
H -3.06 0.59 -0.46
H -0.96 2.28 -0.34
H 2.97 0.68 -0.10
H 2.99 -0.63 0.93
H 2.95 -0.88 -0.71
H -0.01 -1.91 0.29
*
```

HOMO level (eV): -7.130
Orbital gap (eV): 7.18

=====

[7]
# C5H8N2

C5H8N2 in the gas phase (wB97M-V/def2-TZVPD, the Open Molecules 2025 dataset).

ORCA input file:
```
! RIJCOSX wB97M-V def2-TZVPD def2/J DEFGRID3
* xyz 0 1
C -1.30 -1.29 0.48
N -0.12 -0.58 0.01
C 1.16 -1.05 0.13
C 2.02 0.01 0.01
C 1.23 1.18 -0.19
C -0.09 0.78 -0.20
N -1.32 1.44 -0.44
H -2.19 -0.78 0.10
H -1.28 -2.32 0.13
H -1.34 -1.27 1.57
H 1.35 -2.10 0.26
H 3.10 -0.04 0.03
H 1.58 2.19 -0.34
H -1.30 2.40 -0.12
H -1.52 1.44 -1.44
*
```

HOMO level (eV): -7.838
Orbital gap (eV): 8.87
Structure (SMILES): Cn1cccc1N

=====

[8]
# C5H8N2

2 unconnected molecules or ions with the total composition C5H8N2 (wB97M-V/def2-TZVPD, the Open Molecules 2025 dataset).

ORCA input file:
```
! RIJCOSX wB97M-V def2-TZVPD def2/J DEFGRID3
* xyz 0 1
C 0.34 -1.70 -1.66
C -0.78 -0.93 -1.44
C -0.64 -0.93 0.03
C 0.72 -1.17 -0.39
C 1.93 -0.37 -0.04
N -2.14 1.53 0.91
N -0.84 1.20 0.80
H 0.88 -2.09 -2.50
H -1.25 -1.37 0.78
H 1.71 0.27 0.81
H 2.26 0.24 -0.88
H 2.73 -1.05 0.22
H -2.72 1.55 0.08
H -2.58 1.09 1.71
H -0.47 1.58 -0.07
*
```

HOMO level (spin up / spin down) (eV): -7.161 / -7.559
Orbital gap (spin up / spin down) (eV): 7.81 / 8.21

=====

[9]
# C5H8N2

C5H8N2 in the gas phase (wB97M-V/def2-TZVPD, the Open Molecules 2025 dataset).

ORCA input file:
```
! RIJCOSX wB97M-V def2-TZVPD def2/J DEFGRID3
* xyz 0 1
C 1.04 2.17 0.77
C 0.60 0.82 0.36
C 1.50 -0.33 0.01
C 0.53 -1.26 -0.45
N -0.69 -0.66 -0.50
C -1.93 -1.38 -0.59
N -0.70 0.57 0.03
H 1.92 2.47 0.17
H 1.32 2.21 1.83
H 0.21 2.88 0.58
H 2.42 -0.51 0.53
H 0.62 -2.23 -0.91
H -2.73 -0.98 -1.21
H -2.36 -1.45 0.40
H -1.74 -2.33 -1.04
*
```

HOMO level (eV): -8.818
Orbital gap (eV): 9.87
Structure (SMILES): Cc1ccn(C)n1

=====

[10]
# C5H8N2

C5H8N2 in the gas phase (wB97M-V/def2-TZVPD, the Open Molecules 2025 dataset).

ORCA input file:
```
! RIJCOSX wB97M-V def2-TZVPD def2/J DEFGRID3
* xyz 0 1
C 1.73 1.66 0.81
C 1.37 0.69 0.02
C 0.77 -0.07 -0.85
N 1.31 -0.66 -2.02
C -0.54 -0.51 -0.33
N -0.93 -0.12 0.81
C -2.18 -0.57 1.34
H 2.15 1.48 1.79
H 2.22 2.16 -0.03
H 2.09 -0.11 -2.38
H 0.60 -0.66 -2.74
H -1.06 -1.26 -0.94
H -2.76 0.30 1.66
H -2.79 -1.16 0.63
H -1.99 -1.17 2.23
*
```

HOMO level (eV): -7.601
Orbital gap (eV): 8.54
Structure (SMILES): C=C=C(N)/C=N/C

=====

[11]
# C5H8N2

C5H8N2 in the gas phase (wB97M-V/def2-TZVPD, the Open Molecules 2025 dataset).

ORCA input file:
```
! RIJCOSX wB97M-V def2-TZVPD def2/J DEFGRID3
* xyz 0 1
C 1.00 -0.70 -1.55
C 0.39 0.64 -1.17
N 0.07 0.63 0.26
C -1.30 0.28 0.35
C -1.38 -0.30 1.67
N -0.22 -0.19 2.31
C 0.64 0.38 1.41
H 1.17 -0.74 -2.63
H 1.97 -0.89 -1.04
H 0.34 -1.54 -1.29
H -1.23 0.02 -0.87
H 1.05 1.47 -1.42
H -1.95 1.16 0.21
H -2.24 -0.75 2.15
H 1.69 0.53 1.61
*
```

HOMO level (spin up / spin down) (eV): -7.125 / -7.126
Orbital gap (spin up / spin down) (eV): 6.96 / 6.96

=====

[12]
# C5H8N2

C5H8N2 in the gas phase (wB97M-V/def2-TZVPD, the Open Molecules 2025 dataset).

ORCA input file:
```
! RIJCOSX wB97M-V def2-TZVPD def2/J DEFGRID3
* xyz 0 1
C 1.52 0.23 0.54
C 0.08 0.23 0.07
C -0.11 -0.33 -1.35
C -1.06 -1.44 -1.41
N -1.81 -2.32 -1.43
C -1.00 0.11 1.07
N -0.77 1.38 0.38
H 1.93 -0.79 0.56
H 2.15 0.83 -0.13
H 1.61 0.65 1.55
H 0.85 -0.68 -1.76
H -0.47 0.47 -2.01
H -0.72 0.02 2.12
H -1.93 -0.39 0.81
H -0.28 2.03 0.98
*
```

HOMO level (eV): -9.958
Orbital gap (eV): 10.76
Structure (SMILES): C[C@@]1(CC#N)CN1

=====

[13]
# C5H8N2

C5H8N2 in the gas phase (wB97M-V/def2-TZVPD, the Open Molecules 2025 dataset).

ORCA input file:
```
! RIJCOSX wB97M-V def2-TZVPD def2/J DEFGRID3
* xyz 0 1
C -0.57 1.33 0.18
C -0.22 -0.14 -0.06
C -1.39 -1.00 0.38
N 0.55 -1.07 -1.05
C 1.23 -0.50 0.08
C 2.13 0.60 -0.26
N 2.79 1.49 -0.60
H -0.46 1.13 1.27
H -1.58 1.65 -0.12
H 0.15 2.12 -0.03
H -1.87 -1.24 -0.57
H -1.06 -1.93 0.85
H -2.16 -0.53 1.01
H 0.87 -0.75 -1.95
H 1.58 -1.14 0.88
*
```

HOMO level (eV): -10.054
Orbital gap (eV): 10.96
Structure (SMILES): CC1(C)N[C@H]1C#N

=====

[14]
# C5H8N2

C5H8N2 in the gas phase (wB97M-V/def2-TZVPD, the Open Molecules 2025 dataset).

ORCA input file:
```
! RIJCOSX wB97M-V def2-TZVPD def2/J DEFGRID3
* xyz 0 1
C 0.12 1.67 -1.09
C -0.08 1.22 0.39
C 0.94 0.68 1.18
N 0.75 -0.68 1.20
C -0.37 -1.01 0.47
N -0.60 -2.35 0.08
C -0.99 0.15 0.15
H 0.07 0.76 -1.74
H -0.66 2.33 -1.48
H 1.12 2.06 -1.24
H 1.74 1.10 1.79
H 1.30 -1.36 1.69
H -1.55 -2.38 -0.29
H 0.01 -2.61 -0.69
H -1.86 0.33 -0.48
*
```

HOMO level (eV): -7.420
Orbital gap (eV): 8.37
Structure (SMILES): Cc1c[nH]c(N)c1

=====

[15]
# C5H8N2

2 unconnected molecules or ions with the total composition C5H8N2 (wB97M-V/def2-TZVPD, the Open Molecules 2025 dataset).

ORCA input file:
```
! RIJCOSX wB97M-V def2-TZVPD def2/J DEFGRID3
* xyz 0 1
C -0.61 2.28 -0.14
N -0.45 0.88 0.14
C -1.51 -0.09 -0.16
C -0.91 -1.26 0.40
C 0.38 -0.91 0.82
C 1.49 -1.56 0.16
N 0.60 0.46 0.76
H -1.18 2.37 -1.06
H 0.37 2.78 -0.21
H -1.19 2.74 0.67
H -0.61 -0.44 -1.34
H -1.26 -2.28 0.20
H 1.06 -1.21 -1.05
H 1.37 -2.63 0.07
H 2.50 -1.14 0.27
*
```

HOMO level (eV): -8.350
Orbital gap (eV): 8.15

=====

[16]
# C5H8N2

C5H8N2 in the gas phase (wB97M-V/def2-TZVPD, the Open Molecules 2025 dataset).

ORCA input file:
```
! RIJCOSX wB97M-V def2-TZVPD def2/J DEFGRID3
* xyz 0 1
C -0.51 1.33 -0.06
C -0.26 -0.16 -0.11
C -1.31 -1.00 0.58
N 0.34 -0.71 -1.32
C 1.14 -0.69 -0.10
C 2.19 0.29 0.13
N 2.97 1.10 0.38
H -0.70 1.67 0.96
H -1.41 1.54 -0.66
H 0.32 1.91 -0.46
H -1.32 -2.02 0.19
H -1.11 -1.04 1.66
H -2.31 -0.57 0.45
H 0.62 0.04 -1.96
H 1.35 -1.68 0.30
*
```

HOMO level (eV): -10.021
Orbital gap (eV): 10.90
Structure (SMILES): CC1(C)N[C@H]1C#N

=====

Computed energy relative to the best compared isomer or geometry (same formula, charge and spin) (kJ/mol) in order:
192.4; 460.4; 56.9; 98.0; 679.7; 167.9; 39.2; 748.1; 114.3; 394.1; 450.6; 130.4; 246.7; 240.8; 640.0; 121.5
Computed total energy (eV) in order:
-8293.0023; -8290.2245; -8294.4066; -8293.9807; -8287.9514; -8293.2565; -8294.5899; -8287.2426; -8293.8122; -8290.9115; -8290.3258; -8293.6447; -8292.4397; -8292.5007; -8288.3627; -8293.7370